No. 1
The following is a quantum chemistry calculation of C20H12N5O11S5Yb as an isolated structure, from OMol25.

```
! wB97M-V def2-TZVPD RIJCOSX def2/J DEFGRID3
* xyz -2 2
Yb -0.40 -0.84 0.87
O 3.87 -1.40 0.45
C 2.79 -0.86 0.69
O 1.71 -1.49 1.00
C 2.74 0.65 0.57
C 3.87 1.34 0.94
C 3.92 2.73 0.84
C 2.84 3.45 0.37
C 1.70 2.76 -0.01
C 1.59 1.34 0.03
O 0.59 0.69 -0.41
N 0.57 3.59 -0.45
O -0.53 3.10 -0.51
O 0.81 4.76 -0.71
N 5.12 3.44 1.23
O 6.03 2.79 1.72
O 5.17 4.64 1.05
H 4.72 0.78 1.29
H 2.86 4.52 0.29
O -1.87 -3.87 3.29
C -1.73 -2.96 2.51
O -0.96 -1.92 2.64
C -2.52 -2.95 1.14
O -3.52 -3.61 0.97
O -1.99 -2.13 0.26
S -5.74 1.85 2.70
C -4.11 1.55 2.39
S -2.93 1.68 3.64
C -1.67 1.21 2.54
N -2.14 0.90 1.35
N -3.51 1.14 1.27
C -4.08 1.12 -0.04
C -3.74 0.09 -0.90
C -4.26 0.09 -2.19
C -5.10 1.11 -2.61
C -5.43 2.13 -1.73
C -4.92 2.15 -0.44
S -0.01 1.16 2.94
H -3.12 -0.74 -0.56
H -3.99 -0.72 -2.86
H -5.51 1.10 -3.61
H -6.08 2.94 -2.05
H -5.15 2.95 0.24
S 0.17 -2.53 -1.92
C 1.69 -3.15 -2.03
N 2.49 -3.40 -1.00
C 3.89 -3.64 -1.30
C 3.87 -4.36 -2.64
S 2.49 -3.60 -3.54
H 2.21 -3.01 -0.10
H 4.35 -4.23 -0.52
H 4.42 -2.68 -1.37
H 3.69 -5.43 -2.52
H 4.80 -4.21 -3.19
*
```

As for the LUMO energy (alpha / beta): 0.132 / 0.132 hartree. The HOMO-LUMO gap (alpha / beta) comes out at 6.83 / 6.84 eV. As for the expectation value of S²: 0.751. The max |F| is 0.7 eV Å⁻¹. As for the electronic energy: -5020.64170 a.u.

=====

No. 2
The following is a quantum chemistry calculation of C23H19N2PPdS as an isolated structure, from OMol25.

```
! wB97M-V def2-TZVPD RIJCOSX def2/J DEFGRID3
* xyz 0 3
Pd -1.27 -1.04 0.58
S -1.32 0.80 4.70
C -1.03 -0.86 4.97
C -0.92 -1.57 3.80
C -1.06 -0.74 2.65
C -1.28 0.56 2.99
C -1.51 1.60 1.99
C -1.63 2.96 2.27
C -1.83 3.84 1.24
C -1.91 3.37 -0.07
C -1.78 2.01 -0.27
N -1.58 1.15 0.73
H -0.97 -1.24 5.98
H -0.74 -2.63 3.78
H -1.55 3.30 3.30
H -1.93 4.90 1.44
H -2.07 4.03 -0.91
H -1.84 1.59 -1.26
C 2.95 -1.98 0.21
P 1.28 -1.27 0.03
C 1.62 0.45 -0.47
C 1.65 1.40 0.56
C 1.91 2.73 0.28
C 2.13 3.13 -1.03
C 2.11 2.20 -2.06
C 1.86 0.86 -1.78
C 0.63 -2.06 -1.49
C 1.01 -3.35 -1.85
C 0.36 -4.01 -2.88
C -0.70 -3.41 -3.55
C -1.09 -2.13 -3.19
C -0.43 -1.46 -2.17
H 3.47 -1.98 -0.75
H 2.91 -2.99 0.61
H 3.50 -1.36 0.92
H 1.44 1.09 1.58
H 1.92 3.46 1.08
H 2.32 4.18 -1.25
H 2.29 2.51 -3.08
H 1.84 0.14 -2.58
H 1.82 -3.85 -1.33
H 0.67 -5.01 -3.16
H -1.21 -3.93 -4.34
H -1.93 -1.66 -3.68
H -0.73 -0.44 -1.94
N -4.20 -1.78 -0.50
C -3.15 -1.51 -0.10
*
```

As for the LUMO energy (alpha / beta): 0.006 / -0.033 hartree. The HOMO-LUMO gap (alpha / beta) comes out at 7.39 / 7.22 eV. As for the expectation value of S²: 2.007. The max |F| is 0.7 eV Å⁻¹. As for the electronic energy: -1864.71119 a.u.

=====

No. 3
The following is a quantum chemistry calculation of C27H28BrN3ORuS2 as an isolated structure, from OMol25.

```
! wB97M-V def2-TZVPD RIJCOSX def2/J DEFGRID3
* xyz 1 2
Ru 2.23 0.86 0.58
C -4.34 -1.91 -2.13
C -3.37 -1.13 -3.03
C -4.00 0.22 -3.37
C -3.15 -1.91 -4.33
C -2.04 -0.98 -2.31
C -1.47 0.26 -2.03
C -0.26 0.29 -1.38
Br 0.54 2.00 -1.02
C 0.46 -0.83 -0.98
O 1.66 -0.69 -0.37
C -0.09 -2.09 -1.25
C -1.32 -2.10 -1.91
C 0.54 -3.44 -0.90
C 1.86 -3.38 -0.13
C 0.81 -4.20 -2.22
C -0.45 -4.25 -0.04
H -5.30 -2.02 -2.63
H -4.51 -1.38 -1.19
H -3.97 -2.91 -1.89
H -4.95 0.06 -3.88
H -3.37 0.80 -4.04
H -4.20 0.81 -2.47
H -4.10 -2.03 -4.86
H -2.75 -2.91 -4.14
H -2.45 -1.39 -4.99
H -1.96 1.18 -2.31
H -1.76 -3.07 -2.12
H 2.65 -2.87 -0.69
H 2.19 -4.40 0.06
H 1.76 -2.88 0.83
H 1.50 -3.65 -2.85
H -0.11 -4.37 -2.79
H 1.25 -5.17 -2.00
H -0.67 -3.72 0.89
H -0.01 -5.21 0.21
H -1.39 -4.44 -0.55
S 3.99 0.09 1.96
C 4.12 1.80 2.13
N 3.27 2.47 1.38
C 3.32 3.84 1.60
C 2.56 4.82 0.97
C 2.76 6.14 1.32
C 3.71 6.49 2.29
C 4.47 5.52 2.92
C 4.26 4.20 2.57
S 5.06 2.77 3.19
H 1.84 4.55 0.20
H 2.18 6.91 0.84
H 3.85 7.53 2.54
H 5.21 5.80 3.66
N -2.93 0.73 5.80
C -2.11 0.76 4.99
C -1.10 0.80 3.98
C -0.60 -0.38 3.43
C 0.38 -0.30 2.46
N 0.85 0.88 2.03
C 0.37 2.02 2.55
C -0.60 2.02 3.53
H -0.96 -1.34 3.76
H 0.80 -1.18 2.01
H 0.79 2.94 2.17
H -0.96 2.95 3.94
*
```

As for the LUMO energy (alpha / beta): -0.149 / -0.177 hartree. The HOMO-LUMO gap (alpha / beta) comes out at 7.24 / 6.44 eV. As for the expectation value of S²: 0.758. The max |F| is 0.5 eV Å⁻¹. As for the electronic energy: -4750.26023 a.u. As for the energy above the lowest of the compared OMol25 structures with the same formula, charge and spin: 0.00 kcal per mole.